Record 1
Formula: C49H51As2N2O3OsS
Source: the OMol25 dataset
Level of theory: ωB97M-V/def2-TZVPD

Structure (ORCA input):
```
! RIJCOSX wB97M-V def2-TZVPD def2/J DEFGRID3
* xyz 3 1
Os 0.112 -0.365 -0.479
As 0.698 -2.115 -2.140
As 0.592 1.197 -2.405
S -3.058 -0.785 -1.094
O -1.662 -0.176 -1.489
O 1.992 -0.646 0.378
O -0.599 1.193 0.680
N -1.320 -1.304 1.983
N -0.294 -1.399 1.192
C -1.525 1.106 1.540
C -3.814 1.002 3.250
C 3.465 3.991 -3.590
C 1.043 -1.246 -3.858
C -3.175 -1.355 -5.106
C -0.752 2.569 -2.479
C -2.640 3.632 -3.529
C -1.462 -3.755 -1.235
C -5.287 1.017 -1.477
C -3.564 -0.531 -3.884
C 3.149 -5.103 -0.593
C -2.726 4.526 -2.471
C 2.052 -4.367 -1.015
C -3.170 2.241 2.884
C -1.814 4.457 -1.426
C 2.023 -1.751 1.242
C -0.828 3.480 -1.426
C -5.030 -1.402 3.957
C -2.038 -0.201 2.043
C 4.434 -4.622 -0.803
C 3.150 0.253 0.407
C 4.628 -3.409 -1.452
C -1.651 2.656 -3.537
C -4.968 1.004 4.029
C 2.246 -3.149 -1.662
C -0.706 -3.406 -2.352
C -2.683 -5.345 -2.563
C 4.643 3.258 -3.588
C -2.445 -4.730 -1.340
C 3.535 -2.669 -1.883
C 2.262 2.063 -2.808
C -6.011 2.173 -0.794
C 3.177 -2.356 1.683
C 0.278 0.068 -3.975
C 4.633 1.923 -3.206
C 2.271 3.397 -3.206
C -0.930 -4.038 -3.572
C 0.656 -3.191 2.632
C 1.807 -3.819 3.058
C -1.926 -5.001 -3.675
C -5.577 -0.194 4.378
C -2.083 2.298 2.079
C 3.054 -3.406 2.587
C -3.692 -1.421 -2.646
C 0.764 -2.160 1.696
C -3.875 -1.421 3.192
C -3.990 0.733 -0.728
C 3.445 1.326 -2.815
C -3.258 -0.222 2.829
H 3.472 5.027 -3.900
H 4.152 -2.042 1.337
H -3.020 -5.015 -0.469
H 0.585 0.617 -4.866
H -3.896 -2.154 -5.287
H -5.382 1.945 4.368
H -3.449 -6.104 -2.646
H 3.948 -3.905 2.936
H 5.630 -3.052 -1.649
H -3.484 5.299 -2.477
H 0.770 -1.932 -4.659
H -6.910 2.441 -1.347
H 1.745 -4.634 3.765
H -1.278 -3.279 -0.277
H -0.794 -0.118 -4.029
H -6.472 -0.188 4.984
H -4.719 -1.721 -2.418
H -3.326 3.710 -4.362
H -5.507 -2.332 4.233
H -3.446 -2.363 2.877
H -6.309 1.908 0.222
H -3.138 -0.733 -5.999
H 3.707 -1.745 -2.420
H -3.252 1.523 -0.908
H 1.357 3.976 -3.225
H 2.846 1.154 -0.114
H -1.633 3.233 1.776
H -2.099 -5.495 -4.622
H 2.121 -1.096 -3.927
H -2.818 0.245 -3.698
H -1.568 1.996 -4.391
H -3.118 -2.343 -2.757
H -0.330 -3.808 -4.442
H 3.000 -6.062 -0.114
H -4.182 0.669 0.347
H -0.114 3.439 -0.612
H -2.195 -1.820 -4.970
H -1.856 5.181 -0.622
H -3.604 3.161 3.260
H -0.319 -3.490 2.990
H 3.446 0.280 -2.528
H 5.571 3.727 -3.887
H -5.930 0.133 -1.493
H 1.054 -4.764 -0.871
H -5.061 1.283 -2.507
H -5.373 3.058 -0.746
H -4.507 -0.019 -4.066
H 5.288 -5.203 -0.482
H 5.550 1.349 -3.219
H 3.386 0.458 1.449
H 3.979 -0.230 -0.102
*
```

Output
strongest force on any atom	0.0244	hartree/bohr
lowest unoccupied orbital energy (spin up / spin down)	-10.18 / -10.56	eV
electronic energy	-7192.5120	Ha
energy above the lowest of the compared OMol25 structures with the same formula, charge and spin	0.00	kJ/mol

***

Record 2
Formula: C25H33N4O5S2Ti
Source: the OMol25 dataset
Level of theory: ωB97M-V/def2-TZVPD

Structure (ORCA input):
```
! RIJCOSX wB97M-V def2-TZVPD def2/J DEFGRID3
* xyz 2 2
Ti 0.401 0.024 0.088
S 1.939 2.024 0.843
S -1.826 0.370 1.480
O -1.630 -4.284 -4.941
O -0.956 1.279 -6.698
O -0.929 1.373 0.776
O -3.039 0.121 0.781
O -0.869 -0.788 1.554
N -0.196 -1.632 -1.067
N 0.004 0.892 -1.798
N 1.885 -0.876 1.702
N 2.441 -0.430 -0.937
C -3.037 2.480 6.960
C -1.626 -4.755 -3.616
C -2.151 0.939 3.075
C 2.196 0.045 2.834
C -0.904 -2.373 -3.221
C 0.037 2.202 -2.078
C -0.858 -3.900 -1.385
C -1.111 -3.660 -2.728
C -2.975 2.057 3.188
C -0.458 0.445 -4.098
C -3.241 2.555 4.450
C -0.453 -1.395 -2.366
C -1.603 0.317 4.193
C -0.383 1.805 -4.397
C 3.079 -1.573 1.155
C -0.412 -2.866 -0.591
C -1.896 0.832 5.444
C 3.002 -1.675 -0.354
C 3.407 0.699 -1.026
C 3.561 1.490 0.265
C -0.152 2.691 -3.355
C -2.712 1.953 5.591
C -0.536 2.292 -5.819
C 1.858 1.517 2.573
C -0.285 0.038 -2.796
H 3.188 -2.564 1.596
H -1.984 -4.960 -5.526
H 2.339 -2.486 -0.655
H 4.383 0.337 -1.359
H 3.964 -1.015 1.448
H 4.063 0.933 1.052
H 1.240 -1.572 2.058
H -0.993 -0.571 4.094
H -1.018 -4.876 -0.945
H 2.203 -0.657 -1.897
H 1.652 -0.277 3.721
H -0.240 -3.010 0.467
H -2.632 -5.018 -3.270
H -1.113 -2.165 -4.259
H -3.411 2.521 2.313
H -3.472 3.476 6.912
H 3.033 1.366 -1.805
H -0.662 -0.256 -4.893
H -1.195 3.163 -5.837
H 0.827 1.748 2.848
H -0.120 3.761 -3.521
H -1.910 1.317 -6.808
H 0.208 2.865 -1.241
H 3.986 -1.892 -0.774
H 2.496 2.163 3.174
H 4.170 2.372 0.068
H -2.147 2.522 7.587
H -0.992 -5.638 -3.486
H -3.882 3.421 4.552
H -1.495 0.347 6.326
H -3.756 1.825 7.457
H 3.253 -0.052 3.077
H 0.445 2.636 -6.155
*
```

Output
strongest force on any atom	0.0372	hartree/bohr
lowest unoccupied orbital energy (spin up / spin down)	-6.22 / -6.17	eV
electronic energy	-3213.1854	Ha
energy above the lowest of the compared OMol25 structures with the same formula, charge and spin	2.34	kJ/mol
<S²>	0.7525

***

Record 3
Formula: CH4N2P2
Source: the OMol25 dataset
Level of theory: ωB97M-V/def2-TZVPD

Structure (ORCA input):
```
! RIJCOSX wB97M-V def2-TZVPD def2/J DEFGRID3
* xyz 0 1
P 1.413 1.224 0.010
P 0.166 -0.471 0.107
N 1.092 -1.798 -0.067
N 3.836 -0.357 -0.079
C 2.846 0.222 0.085
H -1.867 2.241 0.012
H 0.522 -2.622 -0.037
H 2.132 -1.997 -0.148
H -1.885 2.920 -0.279
*
```

Output
strongest force on any atom	0.0375	hartree/bohr
lowest unoccupied orbital energy	-0.88	eV
electronic energy	-832.6650	Ha
energy above the lowest of the compared OMol25 structures with the same formula, charge and spin	52.00	kJ/mol

***

Record 4
Formula: C4H10N3O2
Source: the OMol25 dataset
Level of theory: ωB97M-V/def2-TZVPD

Structure (ORCA input):
```
! RIJCOSX wB97M-V def2-TZVPD def2/J DEFGRID3
* xyz 1 3
O -1.868 0.065 -1.898
O 1.579 0.028 0.411
N -0.062 -1.225 -1.072
N -1.786 -0.268 0.280
N -2.872 0.411 0.030
C -2.932 0.583 -1.257
C 1.690 -0.629 1.695
C 1.332 1.413 0.462
C -1.228 -0.416 -0.832
H 0.817 -0.699 -0.320
H -3.638 1.089 -1.795
H -0.052 -1.265 -2.131
H 0.388 1.663 0.754
H 0.651 -0.863 2.015
H 2.020 -1.608 1.358
H 1.528 1.949 -0.524
H 2.090 1.974 1.166
H -0.126 -2.102 -0.552
H 2.469 -0.099 2.208
*
```

Output
strongest force on any atom	0.1440	hartree/bohr
lowest unoccupied orbital energy (spin up / spin down)	-3.33 / -7.30	eV
electronic energy	-472.6256	Ha
energy above the lowest of the compared OMol25 structures with the same formula, charge and spin	392.18	kJ/mol
<S²>	2.0090

***

Record 5
Formula: C4H12N2O2
Source: the OMol25 dataset
Level of theory: ωB97M-V/def2-TZVPD

Structure (ORCA input):
```
! RIJCOSX wB97M-V def2-TZVPD def2/J DEFGRID3
* xyz 1 2
O -0.325 2.430 -2.401
O 0.209 1.696 -0.413
N 2.052 -2.451 -0.175
N -0.419 -0.074 1.376
C -2.146 1.997 -0.881
C -0.667 2.043 -1.285
C 0.112 -1.248 0.628
C 1.626 -1.234 0.545
H -2.613 1.075 -1.237
H -0.288 -2.196 0.992
H 1.885 -2.310 -1.168
H 0.110 0.022 2.242
H -1.374 -0.253 1.660
H 3.058 -2.543 -0.099
H -0.120 0.984 0.306
H 2.125 -1.179 1.509
H 1.909 -0.365 -0.063
H -2.718 2.803 -1.334
H -2.163 2.002 0.203
H -0.253 -1.199 -0.406
*
```

Output
strongest force on any atom	0.0623	hartree/bohr
lowest unoccupied orbital energy (spin up / spin down)	-4.04 / -9.09	eV
electronic energy	-419.2615	Ha
energy above the lowest of the compared OMol25 structures with the same formula, charge and spin	185.66	kJ/mol
<S²>	0.7552

***

Record 6
Formula: C6H12O
Source: the OMol25 dataset
Level of theory: ωB97M-V/def2-TZVPD

Structure (ORCA input):
```
! RIJCOSX wB97M-V def2-TZVPD def2/J DEFGRID3
* xyz 0 1
O -2.932 1.048 -1.242
C -0.636 -1.202 1.245
C 1.699 -0.324 0.371
C -0.778 -0.044 0.362
C 2.259 0.424 -0.837
C 0.345 -0.937 0.091
C -1.053 1.251 0.396
H 0.308 -1.669 -0.718
H 2.414 -0.251 -1.686
H -1.273 -2.081 1.164
H -0.629 1.950 -0.319
H -2.349 0.325 -0.955
H 1.568 0.380 1.203
H -3.499 1.168 -0.472
H 1.579 1.219 -1.169
H 2.400 -1.097 0.702
H -0.319 -0.959 2.256
H -1.753 1.661 1.120
H 3.223 0.885 -0.597
*
```

Output
strongest force on any atom	0.0170	hartree/bohr
lowest unoccupied orbital energy	0.96	eV
electronic energy	-310.9627	Ha
energy above the lowest of the compared OMol25 structures with the same formula, charge and spin	253.51	kJ/mol
SMILES	C=C1C[C@@H]1CC.O